# 1
The following is a quantum chemistry calculation of C16H27AlN2 as an isolated structure in a non-equilibrium geometry, from OMol25.

Cartesian coordinates (Å):
Al  1.094  0.156  0.887
N  -0.378  0.013  2.116
N  -2.317  0.155  3.098
C  0.251  0.704  -2.945
C  0.184  -0.200  -1.774
C  -1.454  -2.899  0.201
C  -2.365  -0.624  -1.733
C  -0.972  -0.855  -1.283
C  1.327  -0.727  -1.079
C  0.833  -1.747  -0.144
C  2.743  -0.609  -1.533
C  -1.585  0.581  2.062
C  -0.349  -0.825  3.237
C  -1.553  -0.744  3.854
C  0.279  4.114  -0.782
C  -0.584  -1.845  -0.356
C  1.232  2.118  0.486
C  -0.021  2.806  -0.042
C  1.676  -2.804  0.484
H  1.759  -3.680  -0.181
H  -0.653  4.627  -1.038
H  2.687  -2.432  0.686
H  -1.924  1.297  1.323
H  0.876  4.781  -0.153
H  2.983  0.418  -1.846
H  -2.457  -2.514  0.434
H  -1.912  -1.248  4.727
H  -0.675  1.278  -3.076
H  -3.278  0.447  3.281
H  2.921  -1.277  -2.393
H  2.052  2.235  -0.233
H  1.083  1.418  -2.861
H  -1.575  -3.726  -0.520
H  -1.027  -3.323  1.119
H  -0.569  2.136  -0.725
H  0.823  3.924  -1.713
H  -2.699  -1.422  -2.416
H  0.547  -1.380  3.461
H  2.568  0.248  1.478
H  0.410  0.126  -3.871
H  3.439  -0.888  -0.733
H  1.562  2.600  1.416
H  1.244  -3.148  1.435
H  -2.457  0.331  -2.265
H  -3.060  -0.605  -0.879
H  -0.710  3.012  0.790

The calculation puts the HOMO-LUMO gap (alpha / beta) at 0.195 / 0.222 hartree. The value obtained for the LUMO energy (alpha / beta) is -10.3 / -9.5 eV. As for the net charge: +2. For the HOMO energy (alpha / beta), the calculation gives -15.60 / -15.50 eV. As for the spin multiplicity: 1.

Atom charges from the Löwdin analysis, given in e for atoms 1 to 4:
1 Al 0.496
2 N 0.013
3 N 0.129
4 C 0.016

***

# 2
The following is a quantum chemistry calculation of C16H27BF10GaO10 as an isolated structure in a non-equilibrium geometry, from OMol25.

Cartesian coordinates (Å):
Ga  7.913  0.662  -0.263
F  -6.446  -0.420  2.727
F  -4.442  -1.183  2.783
F  1.832  -3.317  -3.490
F  -6.070  -2.483  2.252
F  -11.737  4.298  0.828
F  1.496  -1.273  -4.065
F  -12.870  3.077  -0.530
F  -0.173  -2.579  -3.709
F  -10.835  3.579  -0.988
F  5.586  4.206  -0.568
O  5.485  -0.490  1.535
O  8.221  0.828  -2.155
O  2.280  -1.844  -1.321
O  6.474  -1.456  1.294
O  -9.876  2.063  0.977
O  -4.332  -1.480  0.144
O  -6.162  -0.192  0.000
O  -11.899  1.103  1.113
O  0.068  -1.496  -1.197
O  9.944  1.812  1.812
C  -5.416  -0.881  0.633
C  -3.335  0.044  -1.466
C  -8.999  -0.195  0.794
C  6.548  3.191  -0.922
C  7.126  -1.229  0.021
C  1.042  -1.829  -1.808
C  11.087  0.084  0.228
C  -4.071  -1.262  -1.254
C  2.131  -2.563  0.994
C  -9.307  0.967  1.714
C  1.048  -2.254  -3.273
C  -11.661  3.240  0.008
C  -5.593  -1.239  2.106
C  -11.189  1.994  0.752
C  2.424  -1.418  0.048
C  6.686  2.218  0.308
B  9.761  0.908  0.697
H  8.186  -0.072  -2.499
H  -9.965  0.669  2.533
H  7.997  -1.944  0.002
H  11.084  -0.122  -0.876
H  2.757  -3.425  0.758
H  11.992  0.720  0.454
H  -3.069  0.169  -2.516
H  7.506  3.727  -1.097
H  -3.947  0.895  -1.160
H  5.667  1.927  0.656
H  1.091  -2.889  0.908
H  -8.362  0.127  -0.026
H  6.483  -1.545  -0.859
H  1.792  -0.553  0.255
H  6.227  2.602  -1.808
H  -3.449  -2.094  -1.586
H  5.855  0.056  2.251
H  -8.385  1.339  2.160
H  2.316  -2.264  2.026
H  -8.497  -0.993  1.338
H  11.192  -0.876  0.805
H  -4.997  -1.301  -1.831
H  -2.425  0.071  -0.865
H  3.458  -1.097  0.169
H  7.206  2.794  1.120
H  9.460  1.485  2.576
H  -9.913  -0.598  0.351

The calculation puts the HOMO-LUMO gap at 0.219 hartree. The value obtained for the LUMO energy is 1.8 eV. As for the net charge: -1. For the HOMO energy, the calculation gives -4.16 eV. As for the spin multiplicity: 1.

Atom charges from the Löwdin analysis, given in e for atoms 1 to 4:
1 Ga 0.452
2 F 0.159
3 F 0.174
4 F 0.166

***

# 3
The following is a quantum chemistry calculation of C16H27BN11NdO2S3 as an isolated structure in a non-equilibrium geometry, from OMol25.

Cartesian coordinates (Å):
Nd  -0.134  -0.231  -0.472
S  -0.508  0.693  2.584
S  0.545  2.920  0.310
S  -2.578  1.515  0.007
O  -2.337  -1.271  -3.583
O  -2.037  -1.063  -1.480
N  2.054  -0.306  0.573
N  2.187  -1.407  1.353
N  1.270  1.585  -2.693
N  1.017  -2.135  -1.389
N  -0.846  0.138  -2.770
N  1.558  -2.979  -0.480
N  -0.893  -1.914  0.964
N  -1.152  0.448  -5.095
N  0.583  1.436  -3.913
N  0.016  -2.770  1.477
N  -1.784  -0.775  -2.640
C  3.013  0.546  0.957
C  2.039  -3.816  -2.466
C  -2.326  0.831  2.737
C  -0.609  -3.740  2.160
C  0.001  2.399  3.059
C  1.311  -2.642  -2.592
C  -0.500  0.643  -3.966
C  -2.098  -2.370  1.325
C  -2.115  3.211  -0.532
C  -1.019  3.892  0.264
C  -1.971  -3.521  2.094
C  3.757  0.011  2.001
C  -3.036  1.760  1.766
C  0.979  3.026  2.086
C  2.172  -3.990  -1.103
C  3.199  -1.234  2.212
B  1.497  -2.763  1.055
H  1.331  2.574  -2.446
H  4.584  0.454  2.515
H  0.496  2.321  4.028
H  -4.111  1.584  1.842
H  -1.941  -0.200  -5.102
H  -2.547  1.138  3.761
H  -2.753  -4.105  2.532
H  -0.873  0.877  -5.964
H  2.415  -4.441  -3.247
H  3.155  1.474  0.430
H  0.924  1.890  -4.756
H  -2.855  2.807  1.990
H  -0.904  2.988  3.186
H  -1.313  4.078  1.295
H  0.990  -2.155  -3.498
H  2.223  1.225  -2.770
H  -0.796  4.856  -0.197
H  1.120  4.081  2.321
H  2.067  -3.628  1.614
H  -2.665  -0.197  2.606
H  2.663  -4.767  -0.555
H  -2.996  -1.880  0.980
H  3.482  -1.986  2.920
H  -1.807  3.065  -1.569
H  -3.020  3.823  -0.524
H  1.941  2.518  2.146
H  -0.063  -4.519  2.653

The calculation puts the HOMO-LUMO gap (alpha / beta) at 0.300 / 0.300 hartree. The value obtained for the LUMO energy (alpha / beta) is -6.2 / -6.2 eV. The calculation puts the relative energy (zero: lowest compared OMol25 entry of this formula, charge and spin) at 111.3 kJ/mol. As for the net charge: +2. For the HOMO energy (alpha / beta), the calculation gives -14.34 / -14.36 eV. As for the spin multiplicity: 4.

Atom charges from the Löwdin analysis, given in e for atoms 1 to 4:
1 Nd 1.616
2 S 0.839
3 S 0.802
4 S 0.830